1.
The molecule C3H3ClN2OS, computed with wB97M-V/def2-TZVPD.

Output
E_HOMO (spin up / spin down)   -9.43 / -9.90 eV
DFT total energy   -1159.15240 a.u.
Energy above the lowest of the compared OMol25 structures with the same formula, charge and spin   55.1 kcal/mol
Max |F|   1.74 eV/Å
Gap between HOMO and LUMO (spin up / spin down)   6.50 / 8.24 eV

Each line ends with the Mulliken charge.
Atoms and positions in Å:
Cl -3.9775 -0.1283 -0.4828  -0.086
S 0.0334 -2.1539 0.2425  -0.115
O -1.9760 1.8755 0.5250  -0.552
N -0.1804 0.5286 0.3254  -0.261
N 1.9066 -0.2678 0.5766  -0.640
C 0.6917 -0.5275 0.3267  0.563
C -1.5299 0.7844 0.2357  0.716
C -2.3161 -0.1908 -0.5332  -0.479
H 0.2952 1.4178 0.3690  0.245
H 2.5107 -1.0481 0.7355  0.242
H -1.7593 -0.4251 -1.4659  0.364



2.
The molecule C3H4ClNOS, computed with wB97M-V/def2-TZVPD.

Output
E_HOMO   -9.70 eV
DFT total energy   -1105.01063 a.u.
Energy above the lowest of the compared OMol25 structures with the same formula, charge and spin   46.1 kcal/mol
Max |F|   7.11 eV/Å
Structure (SMILES)   C=NSC(=O)CCl
Gap between HOMO and LUMO   10.01 eV

Each line ends with the Mulliken charge.
Atoms and positions in Å:
Cl -2.6009 -0.5610 -0.0651  -0.159
S 1.3456 0.8384 -0.0822  -0.004
O -1.0395 1.5588 0.0709  -0.532
N 1.8992 -0.7774 -0.0762  -0.263
C -0.3325 0.5720 0.0902  0.553
C 3.1557 -0.9137 0.0966  -0.263
C -0.8871 -0.6912 0.1380  -0.432
H 3.8914 0.0021 0.1849  0.207
H -0.5217 -1.5204 -0.5793  0.312
H -0.6006 -1.2731 1.0745  0.293
H 3.3202 -1.9163 -0.2405  0.287



3.
A 2-piece molecular cluster, C7H9N3 overall, computed with wB97M-V/def2-TZVPD.

Output
E_HOMO   -9.24 eV
DFT total energy   -436.30100 a.u.
Energy above the lowest of the compared OMol25 structures with the same formula, charge and spin   72.3 kcal/mol
Max |F|   4.05 eV/Å
Structure (SMILES)   Cc1cc[nH]n1.C=CC#N
Gap between HOMO and LUMO   9.88 eV

Each line ends with the Mulliken charge.
Atoms and positions in Å:
N -1.9785 2.7537 -0.6224  -0.440
N 1.2348 1.7857 0.6346  -0.015
N 0.5434 0.6786 0.8342  -0.579
C -2.2473 -0.6459 -0.7197  -0.974
C 2.2521 0.2774 -0.5782  -0.612
C 2.1757 1.5977 -0.3499  -0.454
C -2.1195 0.3509 0.1910  0.101
C 0.5512 -1.6647 0.0125  -1.289
C -2.0023 1.6732 -0.2427  0.240
C 1.0186 -0.2680 0.0677  1.009
H -0.0356 -1.7963 0.8857  0.337
H -2.1639 -1.7071 -0.3139  0.424
H 1.3214 -2.3899 -0.0040  0.429
H 2.6263 2.5277 -0.6977  0.412
H -2.2444 0.1696 1.3207  0.228
H 0.7781 2.6051 1.0234  0.265
H 2.9556 -0.2687 -1.1600  0.403
H -0.1956 -1.7825 -1.0096  0.116
H -2.1139 -0.3237 -1.7205  0.398



4.
C20H41B3Br17FO3 as an isolated structure, computed with wB97M-V/def2-TZVPD.

Output
E_HOMO   -9.89 eV
DFT total energy   -44945.43528 a.u.
Max |F|   2.16 eV/Å
Gap between HOMO and LUMO   9.94 eV

Each line ends with the Mulliken charge.
Atoms and positions in Å:
Br 3.3406 -7.8436 5.2378  -0.186
Br 2.8709 -1.8182 -0.5000  -0.127
Br -4.6034 8.5903 -4.4734  -0.136
Br -0.6092 8.8931 -3.3351  -0.108
Br -0.0964 -6.8679 8.5005  -0.111
Br -2.3372 -9.7443 7.8963  -0.162
Br 0.5257 -2.0475 6.8817  -0.105
Br 3.7086 -4.1691 4.7756  -0.133
Br 3.6367 0.7052 -3.0505  -0.126
Br 5.6052 -5.5368 -2.2103  -0.135
Br 0.6279 12.1618 -2.1320  -0.140
Br 3.2947 -3.9506 -4.6542  -0.094
Br -1.9829 -3.9669 5.0123  -0.153
Br -4.7733 4.3961 -0.3581  -0.251
Br 0.6915 -2.8759 2.3310  -0.002
Br -1.7280 -4.8393 0.3625  -0.142
Br -4.1052 5.0007 -3.9802  0.164
F -3.1472 1.8914 -4.2507  -0.223
O -2.1200 3.7385 -3.2593  -0.949
O -2.0311 3.6429 -0.8817  -0.238
O -3.5851 2.3244 -1.9899  -0.368
C 1.1542 3.7744 -2.2952  0.841
C -5.7675 6.0125 -4.0852  -0.745
C 4.3081 -6.3399 -3.4153  -0.567
C -2.1333 -2.2088 5.8285  -0.581
C -1.4110 10.1452 -2.0846  -0.580
C -5.6803 7.1041 -5.1184  -0.598
C 1.9922 -6.4409 5.1464  -0.673
C 4.2599 -5.6385 -4.7454  -0.581
C -0.5978 -2.2831 0.9988  -0.635
C -1.8902 -3.0478 1.0989  -0.366
C 1.1494 3.1362 -3.6864  -0.644
C -0.0386 4.7445 -2.1232  -0.802
C 4.8262 -0.5590 -2.1690  -0.581
C 4.1502 -1.8865 -1.9655  -0.028
C 0.2652 -8.5669 7.6242  -0.248
C -0.9036 -9.0281 6.7960  -0.560
C 1.2634 2.7696 -1.1486  -1.542
C -0.8583 -1.4232 5.6704  -0.342
C 2.3332 -5.3833 4.1343  0.016
C -1.1879 11.5744 -2.5009  -0.558
B -2.9827 2.6478 -3.1856  0.752
B -1.4153 4.0218 -2.0726  0.691
B -3.3546 3.3647 -1.1139  0.498
H 0.6770 1.8627 -1.3192  0.285
H -6.5436 5.2979 -4.3532  0.370
H -0.7649 -1.2277 1.2048  0.334
H -1.3580 11.7285 -3.5613  0.347
H -2.4054 -2.3695 6.8663  0.409
H 1.9232 2.3770 -3.8098  -0.205
H -1.8296 12.2392 -1.9272  0.365
H 2.6904 -5.7896 3.1937  0.486
H -1.0235 -0.3786 5.9249  0.356
H 5.1371 -0.0979 -1.2371  0.417
H 1.4034 3.9237 -4.4012  0.353
H -0.0443 5.4218 -2.9813  0.150
H 4.8717 -2.6488 -1.6828  0.195
H -5.9583 6.3953 -3.0872  0.366
H 1.1306 -8.3896 6.9895  -0.085
H 0.1031 5.3237 -1.2095  0.311
H 5.6857 -0.6647 -2.8271  0.375
H 0.9758 3.2074 -0.1923  0.352
H -6.6626 7.5216 -5.3260  0.371
H 4.6388 -7.3676 -3.5459  0.352
H -2.2273 -3.1638 2.1244  0.167
H 1.0708 -6.9451 4.8605  0.353
H -2.6641 -2.5593 0.5108  0.366
H 0.1703 2.7596 -3.9802  0.060
H -0.9925 9.9246 -1.1082  0.397
H -2.9526 -1.7136 5.3118  0.333
H -1.3351 -8.2264 6.2047  0.317
H -0.6039 -9.8449 6.1431  0.385
H 0.5297 -9.2719 8.4051  0.439
H 1.8918 -6.0375 6.1497  0.397
H 3.3523 -6.3267 -2.9020  0.371
H -0.4476 -1.4960 4.6681  0.082
H 1.4650 -4.7588 3.9554  -0.346
H -0.1140 -2.3894 0.0328  0.391
H 5.2465 -5.4132 -5.1360  0.379
H 3.6039 -2.2200 -2.8427  -0.106
H 2.2991 2.4438 -1.0603  0.420
H 2.0556 4.3921 -2.2561  0.293
H -5.2264 6.7696 -6.0454  0.374
H 3.7109 -6.2394 -5.4666  0.321
H -2.4742 9.9124 -2.0862  0.261